The following is a DFT calculation (ωB97M-V with the def2-TZVPD basis set) of one molecule with the formula C3H8N2 in a non-equilibrium geometry.

Calculated values
maximum force = 5.536 eV/Å
highest occupied orbital energy = -9.1 eV
energy above the lowest of the compared OMol25 structures with the same formula, charge and spin = 4.303 eV
electronic energy = -228.49051 a.u.
HOMO-LUMO gap = 0.3731 Eh

Last column: natural (NBO) charge in e.
Positions of all 13 atoms, in Å:
1 N 1.652 -0.013 -0.438  -0.907
2 C 0.389 -0.206 0.466  -0.091
3 C -0.727 -0.999 -0.120  -0.244
4 N -1.608 0.168 -0.563  -0.619
5 C -0.492 1.080 -0.006  -0.222
6 H 2.467 -0.711 -0.340  0.360
7 H 2.313 0.910 -0.319  0.370
8 H 0.671 -0.222 1.470  0.191
9 H -0.139 -1.591 -1.051  0.208
10 H -1.308 -1.725 0.592  0.201
11 H -2.456 0.064 0.154  0.343
12 H 0.101 1.654 -0.787  0.221
13 H -0.863 1.591 0.943  0.191

The following is a DFT calculation (ωB97M-V with the def2-TZVPD basis set) of C31H43Cl2O2P3RuS as an isolated structure in a non-equilibrium geometry.

Calculated values
maximum force = 8.376 eV/Å
highest occupied orbital energy (spin up / spin down) = -10.2 / -13.5 eV
total charge = +2
energy above the lowest of the compared OMol25 structures with the same formula, charge and spin = 0.427 eV
electronic energy = -3794.31737 a.u.
multiplicity = 5
expectation value of S² = 6.06
HOMO-LUMO gap (spin up / spin down) = 0.1938 / 0.2403 Eh

Last column: Mulliken spin population.
Positions of all 83 atoms, in Å:
1 P -0.042 -0.972 -5.130  0.400
2 C -0.775 -2.502 -5.307  0.058
3 C -1.752 -2.556 -6.315  0.095
4 H -2.124 -1.613 -6.747  0.003
5 C -2.193 -3.776 -6.781  -0.033
6 H -2.928 -3.821 -7.599  0.000
7 C -1.685 -4.974 -6.214  0.075
8 H -2.022 -5.924 -6.592  0.003
9 C -0.746 -4.914 -5.162  -0.014
10 H -0.362 -5.848 -4.727  0.000
11 C -0.297 -3.695 -4.684  0.063
12 H 0.418 -3.616 -3.876  0.007
13 C -1.095 0.392 -5.416  0.037
14 C -2.436 0.461 -4.946  0.091
15 H -2.835 -0.376 -4.366  0.004
16 C -3.204 1.558 -5.261  -0.038
17 H -4.257 1.612 -4.891  0.000
18 C -2.702 2.578 -6.074  0.079
19 H -3.327 3.424 -6.353  0.002
20 C -1.384 2.502 -6.561  -0.032
21 H -0.993 3.280 -7.239  0.001
22 C -0.574 1.438 -6.219  0.084
23 H 0.445 1.348 -6.607  0.001
24 C 1.620 -0.785 -5.480  0.009
25 C 1.856 -1.155 -6.811  0.056
26 H 0.989 -1.541 -7.409  0.003
27 C 3.100 -1.031 -7.372  0.001
28 H 3.260 -1.300 -8.433  0.000
29 C 4.174 -0.550 -6.587  0.010
30 H 5.154 -0.442 -7.035  0.000
31 C 3.971 -0.220 -5.237  0.008
32 H 4.807 0.144 -4.627  0.000
33 C 2.703 -0.343 -4.652  0.035
34 H 2.539 -0.145 -3.609  -0.015
35 Ru -0.075 0.030 -0.261  2.016
36 C -0.056 2.097 -0.384  -0.086
37 C -0.102 2.837 -1.502  0.063
38 H 0.040 2.551 0.640  -0.016
39 C -0.074 2.047 -2.801  0.024
40 O 1.164 2.346 -3.508  0.045
41 H 1.338 1.634 -4.143  -0.033
42 C -0.125 0.546 -2.430  0.591
43 H -0.967 2.269 -3.458  0.010
44 C 0.009 -0.663 -1.857  -0.014
45 Cl -0.115 0.401 1.912  0.156
46 Cl -0.147 -2.440 0.219  0.093
47 P -2.338 -0.113 -0.035  0.074
48 C -2.889 -0.949 1.489  0.015
49 H -2.677 -0.304 2.348  -0.001
50 H -2.325 -1.881 1.596  0.001
51 H -3.961 -1.159 1.415  -0.001
52 C -3.167 1.501 0.024  0.010
53 H -2.990 2.052 -0.906  0.003
54 H -2.766 2.082 0.861  0.001
55 H -4.246 1.354 0.160  -0.001
56 C -3.179 -1.016 -1.366  0.019
57 H -2.612 -1.923 -1.603  0.001
58 H -3.252 -0.384 -2.258  -0.003
59 H -4.184 -1.288 -1.022  -0.001
60 P -0.021 4.644 -1.653  -0.001
61 C -0.394 5.367 -0.072  0.002
62 C -1.244 5.040 -2.900  0.007
63 H 0.355 5.046 0.664  0.000
64 H -1.397 5.062 0.253  -0.001
65 H -0.354 6.455 -0.210  0.000
66 H -1.003 4.553 -3.855  0.000
67 H -1.247 6.127 -3.029  0.000
68 H -2.236 4.706 -2.567  -0.001
69 C 1.628 5.013 -2.229  0.006
70 H 2.349 4.712 -1.461  0.000
71 H 1.693 6.091 -2.411  0.000
72 H 1.818 4.435 -3.142  0.000
73 H 0.198 -1.712 -2.094  -0.040
74 C 2.537 -1.606 1.853  0.005
75 S 3.000 -1.170 0.160  0.014
76 C 4.470 -0.231 0.591  0.005
77 O 2.090 -0.030 -0.333  0.044
78 H 2.286 -0.698 2.411  -0.001
79 H 3.395 -2.140 2.280  -0.001
80 H 1.660 -2.261 1.784  -0.001
81 H 5.159 -0.905 1.111  0.001
82 H 4.910 0.112 -0.348  -0.001
83 H 4.174 0.612 1.220  0.001

The following is a DFT calculation (ωB97M-V with the def2-TZVPD basis set) of a 2-piece molecular cluster, C2H9N3 overall in a non-equilibrium geometry.

Calculated values
maximum force = 2.063 eV/Å
highest occupied orbital energy = -9.3 eV
energy above the lowest of the compared OMol25 structures with the same formula, charge and spin = 1.541 eV
electronic energy = -245.81506 a.u.
HOMO-LUMO gap = 0.3692 Eh

Last column: natural (NBO) charge in e.
Positions of all 14 atoms, in Å:
1 C 2.447 -0.996 -2.804  -0.066
2 N 3.331 -0.428 -3.541  -0.569
3 H 1.575 -1.301 -3.372  0.159
4 H 2.548 -1.264 -1.757  0.158
5 H 4.097 -0.249 -2.882  0.318
6 N -2.917 0.982 1.843  -0.841
7 C -1.514 0.884 2.198  -0.064
8 N -0.784 -0.359 1.802  -0.829
9 H -3.472 0.393 2.445  0.355
10 H -3.031 0.737 0.866  0.353
11 H -1.408 0.943 3.277  0.180
12 H -0.934 1.695 1.758  0.174
13 H -0.881 -0.559 0.807  0.339
14 H -1.398 -1.086 2.180  0.333

The following is a DFT calculation (ωB97M-V with the def2-TZVPD basis set) of C33H38As2N11O5RbS2 as an isolated structure in a non-equilibrium geometry.

Calculated values
maximum force = 4.449 eV/Å
highest occupied orbital energy = -0.6 eV
total charge = -2
energy above the lowest of the compared OMol25 structures with the same formula, charge and spin = 1.193 eV
electronic energy = -7550.60298 a.u.
HOMO-LUMO gap = 0.1537 Eh

Last column: Löwdin charge in e.
Positions of all 92 atoms, in Å:
1 Rb -16.184 -11.441 12.648  0.571
2 N -19.073 -8.508 12.373  0.064
3 N -18.125 -7.599 12.851  -0.010
4 C -17.244 -7.837 13.848  -0.400
5 N -16.429 -6.779 14.175  0.172
6 N -17.312 -9.083 14.280  0.098
7 N -16.654 -9.423 15.457  -0.367
8 O -15.897 -8.647 16.119  -0.007
9 O -16.785 -10.647 15.791  -0.069
10 H -19.094 -9.311 12.987  0.066
11 H -18.830 -8.791 11.410  0.077
12 H -18.113 -6.710 12.382  0.143
13 H -16.139 -6.164 13.430  0.103
14 H -15.789 -7.034 14.939  0.089
15 C -20.348 -11.616 16.366  -0.336
16 As -19.209 -13.156 15.853  1.145
17 C -20.643 -14.452 15.280  -0.305
18 C -18.844 -13.786 17.731  -0.436
19 C -19.905 -14.075 18.570  -0.150
20 C -19.654 -14.655 19.821  -0.113
21 C -18.354 -14.845 20.279  -0.100
22 C -17.280 -14.399 19.484  -0.134
23 C -17.513 -13.951 18.200  -0.425
24 As -16.134 -14.127 16.765  1.170
25 C -14.787 -12.708 17.310  -0.287
26 C -15.318 -15.720 17.556  -0.344
27 H -21.102 -12.013 17.089  0.010
28 H -20.887 -11.217 15.485  0.020
29 H -19.690 -10.840 16.720  -0.001
30 H -21.517 -13.846 14.997  0.016
31 H -20.872 -15.154 16.104  0.016
32 H -20.209 -14.950 14.467  -0.032
33 H -20.924 -13.845 18.170  0.093
34 H -20.481 -14.991 20.449  0.090
35 H -18.166 -15.396 21.188  0.088
36 H -16.278 -14.504 19.899  0.095
37 H -14.112 -12.998 18.140  0.020
38 H -15.357 -11.799 17.595  0.010
39 H -14.236 -12.438 16.423  -0.011
40 H -16.054 -16.448 17.723  0.000
41 H -14.725 -15.400 18.398  0.002
42 H -14.604 -15.917 16.767  0.008
43 N -11.791 -8.858 5.594  0.049
44 C -12.635 -8.639 6.689  -0.328
45 C -13.803 -7.825 6.496  -0.047
46 C -14.765 -7.735 7.487  -0.072
47 C -14.526 -8.344 8.735  -0.269
48 C -13.371 -9.098 8.954  -0.039
49 C -12.464 -9.304 7.912  -0.030
50 S -15.723 -8.155 10.065  0.578
51 O -16.708 -7.165 9.672  -0.358
52 O -15.008 -7.852 11.288  -0.344
53 N -16.314 -9.669 10.244  -0.137
54 C -17.340 -10.172 9.613  -0.520
55 N -17.610 -9.908 8.286  0.117
56 C -18.708 -10.348 7.711  -0.181
57 C -19.556 -11.209 8.383  -0.113
58 C -19.260 -11.499 9.703  -0.167
59 N -18.166 -11.040 10.292  0.057
60 H -11.807 -8.045 4.950  0.086
61 H -10.815 -9.137 5.842  0.100
62 H -13.971 -7.280 5.560  0.098
63 H -15.692 -7.222 7.298  0.100
64 H -13.079 -9.389 9.982  0.136
65 H -11.639 -9.969 8.042  0.101
66 H -18.870 -9.986 6.662  0.108
67 H -20.482 -11.567 7.893  0.086
68 H -19.923 -12.104 10.327  0.104
69 O -16.479 -14.367 12.289  -0.286
70 N -16.471 -15.090 11.206  -0.273
71 C -17.402 -16.071 11.050  -0.058
72 C -17.315 -16.954 9.979  -0.113
73 C -16.270 -16.803 9.015  -0.127
74 C -15.372 -15.761 9.136  -0.135
75 C -15.493 -14.850 10.215  -0.747
76 S -14.518 -13.527 10.439  0.594
77 H -18.149 -16.077 11.810  0.105
78 H -18.001 -17.792 9.918  0.072
79 H -16.161 -17.481 8.188  0.075
80 H -14.585 -15.579 8.414  0.086
81 N -7.934 -12.105 14.491  0.080
82 C -9.075 -11.906 14.306  -0.238
83 C -10.478 -11.802 14.144  -0.312
84 C -11.163 -12.828 13.453  -0.058
85 C -12.510 -12.627 13.105  -0.182
86 C -13.104 -11.471 13.571  -0.206
87 C -12.477 -10.472 14.242  -0.189
88 C -11.111 -10.636 14.461  -0.104
89 H -10.605 -13.760 13.228  0.101
90 H -12.959 -13.398 12.470  0.002
91 H -12.949 -9.548 14.555  0.060
92 H -10.559 -9.835 14.968  0.097